Record 1
The following is a DFT calculation (the ωB97M-V functional and the def2-TZVPD basis) of an isolated molecule of CH3IOP4S3.

The geometry in ORCA input format:
```
! wB97M-V def2-TZVPD RIJCOSX def2/J DEFGRID3
* xyz 0 1
S -3.11014 1.69053 -1.66827
S -5.04437 -1.79698 -0.80862
O -0.53205 -0.80141 -0.99824
S -2.90534 0.29851 1.10435
P -3.01993 -1.50844 -0.01094
P -1.90624 -1.02390 -1.80786
I -7.38107 0.15454 1.05387
H 0.78758 0.23554 -0.27373
P -4.24502 1.48421 -0.03422
C 0.52385 -0.00111 -1.23132
P -5.79104 0.11069 -0.81354
H 0.45267 0.88113 -1.92246
H 1.36015 -0.66415 -1.56588
*
```

LUMO (spin up / spin down), eV: -1.76 / -1.76
E, Ha: -2972.870642
Orbital gap (spin up / spin down), eV: 6.78 / 6.78
Maximum force, eV Å⁻¹: 4.05

Löwdin population analysis, charges in e, atoms 1 to 6: -0.024 0.006 -0.614 0.051 0.038 0.671

=====

Record 2
The following is a DFT calculation (the ωB97M-V functional and the def2-TZVPD basis) of an isolated molecule of C3H4FN3.

The geometry in ORCA input format:
```
! wB97M-V def2-TZVPD RIJCOSX def2/J DEFGRID3
* xyz 0 1
H 2.16577 0.23528 -0.70105
N -1.80509 -0.75534 -0.23773
C -0.96420 -1.18267 0.71287
N 0.17299 -0.50424 0.78059
N -1.64229 0.10146 -1.10099
C 0.40560 0.48704 0.08911
H -0.96991 -1.88366 1.49872
H -2.78490 -1.19065 -0.12169
H 1.51699 1.88043 -1.17887
C 1.63487 1.09946 -0.42753
F 2.27016 1.71290 0.68658
*
```

Relative energy (zero: lowest compared OMol25 entry of this formula, charge and spin), kcal/mol: 133.3
LUMO, eV: 0.01
E, Ha: -380.647281
Orbital gap, eV: 8.01
Maximum force, eV Å⁻¹: 3.58

Löwdin population analysis, charges in e, atoms 1 to 6: 0.101 -0.234 -0.219 0.070 0.093 -0.014